# 1
{
  "formula": "C3H13NO2S",
  "method": "ωB97M-V/def2-TZVPD",
  "species": ["C", "C", "C", "S", "N", "H", "H", "H", "H", "H", "H", "H", "H", "H", "H", "H", "O", "H", "H", "O"],
  "coordinates": [[0.49610, -0.01621, -0.27485], [1.65731, 0.88764, -0.93806], [1.62311, 0.81574, -2.49226], [2.60892, 1.97075, -3.23018], [0.20694, 0.05435, 1.25312], [-0.46687, 0.30216, -0.67462], [0.77108, -1.06148, -0.54128], [2.56343, 0.61372, -0.26967], [1.36669, 1.94215, -0.60514], [1.97367, -0.16152, -2.95930], [0.61452, 1.01352, -2.88600], [2.81179, 2.75669, -2.13446], [-0.56250, 0.70840, 1.55403], [0.28220, -0.78280, 1.88890], [-3.44109, -0.01640, 2.87233], [-2.49614, -0.83544, 1.97558], [-2.71812, 0.03493, 2.16708], [-1.62473, -2.90997, 1.93304], [-3.12526, -2.26035, 1.62406], [-2.54103, -3.05588, 1.73769]],
  "atomic_forces_ev_per_a": [[-0.10, -0.20, 1.31], [-1.49, 0.00, 3.07], [-1.12, -2.81, 1.22], [2.61, 2.98, -0.88], [0.37, 0.32, -0.32], [0.15, -0.40, -0.68], [-0.68, 0.56, 0.21], [-0.81, 0.47, -2.01], [0.61, -1.10, -0.69], [-0.67, 0.77, 1.06], [-0.04, -0.49, 0.69], [-0.07, -0.21, -0.61], [1.29, -1.35, -0.75], [0.00, 1.40, -1.60], [1.57, 0.11, -1.48], [0.94, -2.17, -0.39], [-2.37, 2.52, 2.05], [0.41, 0.88, 0.05], [1.44, -1.32, 0.14], [-2.04, 0.04, -0.36]],
  "largest_force_ha_per_bohr": 0.079,
  "smiles": "NCCCS.O.O"
}

---

# 2
{
  "formula": "C32H51Cl4N7OS",
  "method": "ωB97M-V/def2-TZVPD",
  "species": ["C", "O", "C", "C", "C", "C", "C", "C", "C", "C", "C", "C", "C", "N", "C", "N", "N", "C", "C", "Cl", "C", "C", "Cl", "C", "C", "C", "C", "N", "C", "C", "C", "C", "N", "N", "N", "C", "C", "C", "C", "C", "S", "H", "H", "H", "H", "H", "H", "H", "H", "H", "H", "H", "H", "H", "H", "H", "H", "H", "H", "H", "H", "H", "H", "H", "H", "H", "H", "H", "H", "H", "H", "H", "H", "H", "H", "H", "H", "H", "H", "H", "H", "H", "H", "H", "H", "H", "H", "H", "Cl", "C", "C", "Cl", "H", "H", "H", "H"],
  "coordinates": [[3.06615, 1.84228, 5.04514], [3.30545, 2.35505, 3.73355], [2.31735, 3.30320, 3.30624], [2.05687, 3.03146, 1.76033], [0.53333, 2.68180, 1.45492], [0.07946, 1.34980, 2.15011], [0.74352, 0.05877, 1.55107], [0.58342, -0.12969, 0.01675], [1.77277, -0.48849, -0.78054], [3.15411, -0.65376, -0.07441], [3.19078, -1.92460, 0.87968], [3.85033, -1.60584, 2.26750], [4.02735, -3.01006, 3.02733], [3.67652, -2.84588, 4.46214], [2.22901, -3.12541, 4.67661], [1.74539, -4.29347, 4.52416], [1.41364, -2.00964, 5.11538], [1.70411, -0.72890, -2.24046], [2.96169, -1.09977, -3.08855], [4.15237, 0.30614, -3.17763], [3.64084, -2.46471, -2.57554], [3.17798, -3.61370, -3.58599], [5.47244, -2.37224, -2.66991], [0.40552, -0.61206, -2.90364], [0.15235, -0.87454, -4.41913], [-0.74123, -0.22278, -2.09750], [-0.72669, 0.03617, -0.65870], [-1.92647, 0.42930, 0.07899], [-2.68823, 1.47504, -0.59131], [-3.21469, 2.66071, 0.11967], [-3.01900, 2.90849, 1.64967], [-3.94585, 1.93284, 2.53534], [-3.36212, 0.60025, 2.74153], [-5.30482, 1.85188, 1.92566], [-4.13502, 2.67272, 3.81906], [-4.00622, 3.68067, -0.58875], [-4.32954, 3.59317, -2.01492], [-3.79779, 2.43657, -2.72877], [-4.03836, 2.25480, -4.26798], [-3.03163, 1.42227, -2.03215], [-2.37313, -0.04086, -2.91360], [2.04792, 2.05946, 5.45531], [3.14085, 0.71471, 4.96845], [3.83592, 2.14451, 5.80437], [1.32507, 3.20530, 3.81806], [2.66157, 4.36343, 3.49423], [2.76747, 2.27461, 1.34361], [2.28534, 4.00319, 1.24149], [-0.06092, 3.57846, 1.76252], [0.47039, 2.62363, 0.32956], [0.43978, 1.41752, 3.22254], [-1.03131, 1.23243, 2.23066], [1.79498, 0.02280, 1.91912], [0.21657, -0.82038, 2.03376], [4.02887, -0.69272, -0.76383], [3.30095, 0.26309, 0.56583], [3.82115, -2.71205, 0.37639], [2.14685, -2.32793, 0.94469], [4.85390, -1.10834, 2.15225], [3.21834, -0.98292, 2.94876], [5.10288, -3.28878, 2.89696], [3.38325, -3.77640, 2.50174], [4.18010, -3.59946, 4.94669], [2.51123, -4.91782, 4.23207], [1.34516, -1.37189, 4.31025], [1.95166, -1.47795, 5.80834], [2.69848, -1.29538, -4.15995], [3.28938, -2.75580, -1.56158], [3.04531, -4.53152, -2.95563], [3.93258, -3.81272, -4.38046], [2.15910, -3.35846, -3.99101], [-0.83689, -1.37478, -4.61253], [0.12424, 0.09182, -4.99276], [0.92442, -1.51772, -4.90540], [-2.54333, -0.39482, 0.07546], [-1.95603, 2.90242, 1.97936], [-3.40673, 3.94344, 1.88459], [-4.09564, -0.06878, 2.47601], [-3.21160, 0.52374, 3.75499], [-5.63249, 2.78996, 1.68703], [-5.31074, 1.23573, 1.11145], [-4.60787, 2.07696, 4.50129], [-4.74420, 3.46788, 3.60299], [-4.41097, 4.55376, -0.02760], [-4.92183, 4.35778, -2.56164], [-4.81339, 2.99072, -4.60409], [-4.43874, 1.22416, -4.44307], [-3.06051, 2.40079, -4.80356], [-3.70961, -1.16926, -6.20043], [-3.68569, -2.58234, -7.28662], [-3.14452, -3.81977, -6.60710], [-1.40268, -3.68922, -6.25696], [-3.10062, -2.32087, -8.16742], [-4.71555, -2.75590, -7.60059], [-3.27102, -4.68414, -7.25971], [-3.66274, -4.02106, -5.67020]],
  "atomic_forces_ev_per_a": [[0.28, -1.39, 0.45], [-1.16, 0.36, 1.12], [-0.15, 0.10, -1.37], [-0.47, 1.21, 0.25], [1.13, -0.13, -0.39], [0.23, 0.40, 0.65], [-1.04, -0.17, 0.23], [0.21, 0.02, -1.59], [-0.75, -0.12, -1.19], [-0.50, 0.29, 0.75], [0.46, 0.81, -0.50], [-0.31, -1.58, 0.19], [0.22, 1.36, -1.06], [-0.26, -0.99, -0.05], [0.51, -0.38, 0.21], [0.32, 0.91, 0.23], [0.74, -0.29, -0.66], [-1.72, 0.43, 0.74], [-0.04, -0.36, 0.46], [-0.91, -0.39, 0.03], [-0.48, -0.19, -1.78], [-0.31, 0.02, 1.36], [-1.02, -0.39, 0.58], [0.03, 0.13, 1.16], [-0.08, 0.14, -0.05], [0.28, 0.30, 1.13], [2.95, -0.67, -1.31], [-0.02, -0.10, -1.57], [-1.96, 2.85, -1.47], [0.09, 0.13, -0.94], [-0.75, -0.15, -0.20], [-0.40, 1.84, -0.23], [-1.10, 0.67, 0.38], [0.67, -0.86, 0.39], [0.54, -0.46, -0.49], [0.27, -1.40, -1.48], [1.86, -2.22, 1.52], [-0.04, 0.15, 0.48], [-0.06, 0.13, 1.11], [0.51, 0.50, 1.75], [0.38, 0.83, 0.71], [0.75, 0.10, -0.49], [-0.03, 1.05, 0.14], [-0.59, 0.09, -0.78], [0.94, -0.20, -0.03], [-0.14, -1.05, -0.25], [-0.61, 0.51, 0.60], [-0.20, -0.97, 0.18], [0.29, -0.84, -0.10], [-0.27, -0.10, 1.07], [-0.35, -0.17, -0.97], [1.15, 0.07, -0.40], [-0.80, 0.02, -0.77], [0.53, 0.79, -0.38], [-0.93, 0.16, 0.38], [-0.01, -0.87, -0.65], [-0.59, 0.61, 0.56], [0.92, 0.23, 0.38], [-1.08, -0.41, 0.02], [0.48, -0.25, -0.83], [-0.92, -0.06, 0.44], [0.66, 0.61, 0.62], [-0.32, 0.43, 0.01], [-0.45, 0.18, -0.02], [-0.20, -0.21, 0.35], [-0.09, -0.26, -0.32], [0.20, 0.50, 1.20], [0.67, 0.55, -0.73], [0.21, 0.57, -0.81], [-0.73, 0.35, 0.53], [1.04, -0.28, 0.21], [1.01, 0.48, 0.38], [0.05, -0.77, 0.59], [-0.57, 0.51, 0.54], [0.29, 0.24, 0.31], [-0.99, -0.25, -0.31], [0.42, -0.96, -0.40], [0.48, 0.13, 0.43], [0.02, -0.30, -0.58], [0.17, -0.54, -0.25], [-0.04, 0.59, -0.03], [-0.12, 0.21, -0.39], [0.29, -0.36, 0.41], [0.52, -0.84, -0.34], [0.53, -0.64, 0.61], [0.83, -0.60, 0.16], [0.44, 0.87, -0.10], [-1.07, -0.21, 0.32], [0.09, -0.02, 0.00], [-0.10, -0.08, -0.12], [-0.18, -0.08, -0.05], [0.02, 0.00, 0.02], [0.04, 0.00, 0.12], [0.05, -0.05, 0.07], [0.02, 0.09, -0.03], [0.08, 0.11, -0.03]],
  "largest_force_ha_per_bohr": 0.073,
  "smiles": "[H]/N=C(/N)NCCCCc1c(CCCCCOC)c2c(c(C)c1[C@@H](Cl)[C@@H](C)Cl)Sc1c(C)ccc(CC(N)(N)N)c1N2.ClCCCl"
}

---

# 3
{
  "formula": "C5H4NO",
  "method": "ωB97M-V/def2-TZVPD",
  "species": ["C", "C", "C", "C", "C", "N", "O", "H", "H", "H", "H"],
  "coordinates": [[-0.55492, 0.08864, -1.19289], [-0.72824, 0.91637, -0.09077], [0.26575, -1.00582, -1.19258], [-0.08920, 0.92236, 1.08888], [1.08495, -1.26142, -0.13161], [0.45464, 0.93200, 2.12075], [1.85013, -1.67112, 0.58152], [-1.28833, 0.20940, -2.10760], [-1.38841, 1.66496, -0.23307], [0.17222, -1.68755, -1.95104], [0.22139, 0.89219, 3.10842]],
  "atomic_forces_ev_per_a": [[-2.09, 0.13, -0.49], [1.09, -1.06, -1.27], [0.37, 1.37, 1.64], [-0.11, -0.48, 0.46], [-0.20, -1.17, -2.07], [-0.10, 0.61, 0.44], [0.57, 0.15, 1.13], [1.77, -0.02, 2.00], [-1.98, 2.73, -0.13], [0.38, -1.92, -1.58], [0.31, -0.33, -0.13]],
  "largest_force_ha_per_bohr": 0.066,
  "smiles": "[NH+]#C/C=C\\C=C=O",
  "total_charge": 1
}

---

# 4
{
  "formula": "C11H21N4O2PS",
  "method": "ωB97M-V/def2-TZVPD",
  "species": ["N", "O", "C", "N", "O", "S", "C", "N", "N", "C", "C", "C", "C", "C", "C", "C", "C", "C", "P", "H", "H", "H", "H", "H", "H", "H", "H", "H", "H", "H", "H", "H", "H", "H", "H", "H", "H", "H", "H", "H"],
  "coordinates": [[2.91833, -2.30412, 1.01898], [-0.48821, 2.12055, -0.66700], [1.85711, -1.81836, 0.91210], [0.64361, -1.23600, 0.77698], [-2.73115, 1.54087, 0.58506], [-0.15890, 1.49467, 2.17898], [0.14363, -0.91215, -0.37857], [0.62532, -1.05878, -1.66830], [-1.05946, -0.30072, -0.42772], [-4.90394, 0.81675, 1.32952], [0.52108, -3.48319, -2.34114], [3.92079, 2.08951, 1.86680], [-3.41236, 0.55461, 1.39089], [1.45154, 1.99293, 1.50395], [1.36754, -2.21569, -2.20330], [-0.16103, -0.23451, -2.61409], [-1.45131, -0.19842, -1.89682], [2.58236, 1.55567, 2.41572], [-1.15632, 1.23766, 0.35261], [-5.43223, 0.09760, 1.99672], [-5.10795, 1.82351, 1.65961], [-5.34505, 0.63282, 0.33250], [-0.42007, -3.28206, -2.82799], [1.09444, -4.22694, -2.88367], [0.31397, -3.92763, -1.36985], [3.94816, 3.17814, 2.01932], [3.97096, 1.83561, 0.79748], [4.78513, 1.67377, 2.37580], [-3.06781, 0.58954, 2.42713], [-3.24932, -0.47868, 1.06592], [1.44235, 3.09745, 1.32112], [1.64982, 1.57317, 0.52925], [2.23624, -2.43130, -1.59928], [1.79195, -1.90016, -3.18933], [0.32398, 0.74725, -2.72643], [-0.33730, -0.70984, -3.61879], [-2.07321, -1.09748, -2.16216], [-2.00953, 0.70008, -2.17693], [2.56088, 0.48512, 2.47176], [2.41595, 1.97876, 3.42316]],
  "atomic_forces_ev_per_a": [[-1.63, 0.71, 0.10], [-1.20, -0.32, 1.30], [0.54, 0.03, -0.85], [0.91, -0.86, 0.08], [1.40, -1.23, 0.00], [-0.79, -0.53, -0.42], [1.63, -1.24, -0.90], [0.50, -0.61, -0.11], [-2.18, 1.16, -0.13], [-0.46, -0.81, 0.07], [0.47, 0.27, 0.40], [-0.69, 0.03, -0.03], [-1.04, -0.56, 0.32], [0.50, 1.18, -0.39], [0.31, 0.35, -0.47], [0.66, -0.71, -0.55], [-1.56, -0.17, 0.42], [0.14, 1.12, 0.53], [1.16, 2.36, -1.83], [0.44, 0.54, -0.22], [-0.26, 0.30, 0.02], [0.47, 0.32, 0.31], [-0.30, -0.02, -0.35], [-0.05, -0.11, -0.30], [-0.08, 0.14, 0.19], [0.07, -0.25, -0.34], [0.25, 0.26, 0.26], [-0.01, -0.18, 0.05], [0.10, 0.32, -0.02], [0.44, 0.26, -0.38], [-0.08, -0.85, 0.39], [-0.40, -0.35, -0.30], [0.17, 0.06, 0.40], [-0.54, -0.18, 0.71], [-0.32, -0.30, -0.02], [0.65, 0.25, 0.99], [0.55, 0.75, 0.47], [-0.06, -0.13, 0.67], [0.16, -0.63, 0.17], [0.10, -0.37, -0.22]],
  "largest_force_ha_per_bohr": 0.062,
  "smiles": "CCCS[P@](=O)(OCC)N1CCN(CC)/C1=N\\C#N"
}

---

Number 1: E_HOMO -0.3200 Ha, gap between HOMO and LUMO 9.1 eV, lowest unoccupied orbital energy 0.368 eV. Number 2: E_HOMO -0.2915 Ha, gap between HOMO and LUMO 8.5 eV, lowest unoccupied orbital energy 0.527 eV. Number 3: E_HOMO -0.5138 Ha, gap between HOMO and LUMO 8.3 eV, lowest unoccupied orbital energy -5.651 eV. Number 4: E_HOMO -0.3331 Ha, gap between HOMO and LUMO 9.7 eV, lowest unoccupied orbital energy 0.620 eV.